ORCA calculation (ωB97M-V/def2-TZVPD) on a cluster of 13 separate species, H26O13 in total.

The LUMO energy comes out at -0.00860 Eh. The value obtained for the energy above the lowest of the compared OMol25 structures with the same formula, charge and spin is 2.863 eV. The value obtained for the electronic energy is -993.66803 hartree.

Structure (ORCA input):
```
! wB97M-V def2-TZVPD RIJCOSX def2/J DEFGRID3
* xyz 0 1
O 2.404 2.355 2.983
O 0.294 5.750 0.965
O -3.734 2.274 -1.157
O -4.815 -0.672 1.516
O 1.729 -2.940 3.465
O 0.062 -0.276 0.449
O -1.748 0.212 -4.152
O 3.026 -4.430 -0.800
O 4.710 0.801 -0.049
O -1.778 -4.001 -0.751
O 2.042 3.826 -2.051
O 1.167 -2.388 -3.551
O -2.141 -2.835 3.552
H 2.480 3.040 -2.380
H 2.143 4.468 -2.753
H -1.737 -2.136 4.067
H 1.650 -2.070 -4.314
H 0.343 -1.902 -3.569
H 1.472 2.339 3.203
H -2.191 0.715 -3.469
H 0.933 -0.369 0.062
H -2.695 -4.036 -0.478
H 1.941 -2.086 3.088
H -1.489 -3.121 -0.508
H -4.558 0.120 1.044
H -5.772 -0.670 1.485
H 4.028 1.098 0.554
H -2.389 0.156 -4.862
H 2.500 -3.853 -1.354
H 2.385 -4.903 -0.270
H -2.712 -2.378 2.934
H 0.625 5.178 0.272
H 0.842 -3.125 3.155
H -3.582 2.922 -0.469
H -0.189 0.628 0.260
H 2.780 3.003 3.578
H 1.078 6.152 1.339
H -4.569 2.529 -1.548
H 5.466 0.626 0.512
*
```